Record 1
88
Properties=species:S:1:pos:R:3:forces:R:3 method="wB97M-V/def2-TZVPD" lumo_energy_ev=-0.93 gap_ev=6.0 e_homo_ha=-0.2555 de_lowest_kcal_mol=68.1
Zr 0.058053 0.479668 -0.218202 1.009 1.445 0.714
Br -6.388847 -0.882832 3.716998 -0.211 0.020 0.165
C -4.809147 -0.851232 2.693798 -0.082 0.054 0.054
C -4.565047 -1.896032 1.806198 0.219 0.162 0.077
C -3.418447 -1.886732 1.054098 0.515 0.257 0.004
C -2.505547 -0.807032 1.119198 -0.621 0.064 1.199
O -1.443947 -0.797832 0.355298 -0.099 -0.164 0.890
C -2.772847 0.247668 2.038198 -0.067 -0.783 -0.543
C -1.864247 1.331368 2.231698 0.215 0.075 0.044
N -0.831147 1.607768 1.504098 -0.650 -0.172 0.338
C 0.069453 2.545168 2.020198 0.808 0.947 0.883
C -0.300347 3.696968 2.688598 0.088 -0.639 -0.474
C 0.655553 4.477268 3.345698 0.381 0.013 0.128
C 1.959753 4.064868 3.422098 -0.218 -0.054 -0.020
C 2.384953 2.914868 2.726698 -0.297 -0.327 -0.257
C 3.718453 2.452768 2.721398 -0.168 -0.227 -0.294
C 4.065653 1.421668 1.889298 -0.088 0.348 0.100
C 3.104553 0.888168 1.020198 -0.272 0.216 -0.307
N 1.834153 1.246968 1.033898 0.348 0.001 0.548
C 1.452853 2.209868 1.917198 -0.111 0.491 0.693
C -3.929047 0.190768 2.833398 0.110 -0.019 -0.173
H -5.281247 -2.696332 1.700798 -0.029 -0.073 0.034
H -3.209647 -2.670332 0.343198 -0.033 -0.130 0.040
H -2.041347 1.913468 3.144798 0.143 -0.008 -0.274
H -1.334847 4.004368 2.691998 -0.138 0.006 -0.025
H 0.348653 5.394568 3.822398 -0.032 0.083 0.086
H 2.682553 4.633968 3.984298 0.123 0.075 0.065
H 4.452153 2.936468 3.349898 0.063 0.038 0.048
H 5.076453 1.048968 1.844498 0.054 -0.038 -0.013
H 3.411653 0.182968 0.257298 -0.084 0.010 0.171
H -4.131947 0.989268 3.535198 -0.007 -0.006 0.025
S 2.325353 3.779468 -0.293502 0.473 0.657 -0.364
C 0.687953 3.742468 -0.677302 1.066 0.113 -0.092
C -0.045547 4.955368 -0.684602 -0.577 -0.061 -0.045
C -1.234647 5.025268 -1.351302 0.288 -0.128 0.097
C -1.661747 3.898668 -2.074602 0.180 -0.439 -0.180
C -0.949047 2.729468 -1.949902 -0.553 0.673 -0.815
N 0.130553 2.581568 -1.151402 -0.444 0.341 0.243
H 0.407253 5.811768 -0.208302 0.007 -0.003 0.022
H -1.793747 5.948468 -1.389102 -0.068 0.085 -0.009
H -2.523947 3.949868 -2.718202 -0.063 -0.098 -0.124
H -1.181047 1.863068 -2.558802 -0.184 0.239 0.194
F -4.731947 2.040968 -2.833202 0.093 -0.129 0.452
C -4.066547 0.888468 -2.922902 0.114 0.061 -0.093
F -4.844347 0.012368 -3.547202 -0.097 -0.178 0.242
F -3.000747 1.104068 -3.698202 0.250 0.038 0.036
S -3.506647 0.218768 -1.247402 -1.383 1.160 -1.409
O -2.470547 1.124868 -0.804702 -0.199 0.085 -0.077
O -4.708847 0.198568 -0.486802 -0.287 -0.196 -0.061
N -3.018347 -1.207632 -1.702002 0.296 -0.017 0.201
S -1.490247 -1.554232 -1.783002 -1.648 -2.911 -3.171
O -0.992247 -2.728532 -1.147302 -0.198 -0.097 0.179
O -0.643647 -0.375632 -1.982802 0.620 0.343 -0.599
C -1.405247 -2.154932 -3.581902 0.305 0.297 -0.228
F -1.869247 -1.239132 -4.438402 -0.026 0.006 0.266
F -0.096547 -2.317632 -3.830002 0.033 -0.032 0.006
F -2.011847 -3.308032 -3.863102 -0.080 0.265 0.660
O 0.447353 -0.706332 2.120398 -0.239 -0.588 -0.256
S 1.323553 -1.692032 1.495198 0.836 -0.008 1.192
O 2.697853 -1.660132 1.941298 -0.303 -0.625 -0.147
N 1.219353 -1.317732 -0.062302 -0.321 0.030 0.857
C 2.187753 -1.678932 -0.954602 1.283 -0.586 -1.107
C 2.911453 -2.858132 -0.903402 -0.562 0.607 0.050
C 3.901253 -3.134932 -1.848002 0.261 0.112 -0.390
C 4.186053 -2.257932 -2.862902 -0.055 -0.295 0.225
C 3.483653 -1.040932 -2.956402 -0.338 0.139 0.368
C 3.728253 -0.083932 -3.963402 -0.224 0.173 0.153
C 3.023153 1.086568 -3.951002 0.208 -0.327 -0.042
C 2.108153 1.327568 -2.915502 -0.167 0.252 0.249
N 1.842453 0.464768 -1.956702 -0.078 -0.107 -0.073
C 2.489953 -0.728932 -1.986702 0.466 -0.759 0.043
C 0.693153 -3.333332 1.834598 0.122 0.394 -0.288
C 1.574453 -4.386532 2.005998 0.199 0.032 0.049
C 1.075153 -5.663332 2.205398 0.046 0.048 -0.024
C -0.294347 -5.877932 2.217598 0.014 0.022 0.045
C -1.168447 -4.812632 2.078498 0.044 0.103 0.027
C -0.670647 -3.532232 1.899898 -0.094 0.054 0.009
H 2.696753 -3.561732 -0.117202 0.036 -0.138 -0.020
H 4.444753 -4.064232 -1.769202 0.066 -0.084 -0.029
H 4.947753 -2.488132 -3.592302 0.061 -0.004 -0.090
H 4.474153 -0.287632 -4.717702 0.036 -0.022 -0.107
H 3.166253 1.835068 -4.712702 0.024 0.127 -0.021
H 1.603853 2.283268 -2.874402 -0.037 -0.079 0.101
H 2.634553 -4.184832 2.009298 0.134 -0.063 0.005
H 1.752253 -6.490132 2.355398 0.085 -0.055 -0.009
H -0.680247 -6.875232 2.361598 -0.038 -0.110 0.006
H -2.234347 -4.979432 2.116998 -0.103 0.041 0.010
H -1.316947 -2.679232 1.833798 -0.146 -0.019 -0.044


Record 2
75
Properties=species:S:1:pos:R:3:forces:R:3 method="wB97M-V/def2-TZVPD" lumo_energy_ev=4.19 total_charge=-2 gap_ev=4.9 e_homo_ha=-0.0261 de_lowest_kcal_mol=31.9
Ag 0.620473 -0.032114 0.586257 0.157 -0.374 0.741
C -0.011484 -3.135505 3.873979 -0.041 -0.060 -0.085
C -0.549498 -4.224244 3.187354 0.041 0.086 -0.001
C -0.629426 -4.168803 1.804869 -0.014 0.059 -0.016
C -0.152278 -3.046224 1.108412 -0.001 -0.133 0.025
C 0.346866 -1.904194 1.768989 0.039 -0.137 -0.141
C 0.384786 -2.003439 3.171532 -0.058 -0.010 -0.007
C -0.152898 -3.073371 -0.387392 -0.016 -0.459 0.217
C -0.159021 -4.315777 -1.106704 0.011 -0.023 0.203
C -0.124783 -4.327791 -2.462172 -0.019 0.009 -0.101
C -0.074993 -3.103162 -3.171614 0.038 0.021 -0.026
C -0.012431 -3.000670 -4.583113 -0.021 -0.107 0.149
C 0.052495 -1.777140 -5.183162 0.001 0.206 0.067
C 0.051423 -0.598316 -4.394099 0.005 -0.082 -0.206
C -0.010870 -0.669869 -3.034480 -0.014 0.014 0.097
C -0.065655 -1.931299 -2.387771 -0.033 0.161 -0.122
N -0.111042 -1.944089 -1.033227 -0.077 0.246 -0.256
H 0.079704 -3.173573 4.957101 -0.036 0.025 -0.006
H -0.911042 -5.096401 3.721597 -0.007 0.005 0.011
H -1.105034 -4.995357 1.281357 0.080 0.020 0.005
H 0.726771 -1.141603 3.742784 0.053 -0.034 -0.001
H -0.157817 -5.247737 -0.559037 -0.001 0.005 0.015
H -0.122087 -5.264097 -3.011670 0.023 -0.004 0.001
H -0.011717 -3.909747 -5.176115 0.004 -0.008 0.007
H 0.107848 -1.705335 -6.262859 -0.001 0.029 0.000
H 0.104375 0.371513 -4.873535 -0.008 -0.014 -0.029
H -0.018441 0.219746 -2.412938 0.003 -0.051 0.023
Cl 6.392370 2.228396 -4.209376 -0.044 -0.047 0.089
C 5.488745 1.485958 -2.919715 0.004 -0.017 0.005
C 4.230691 1.975175 -2.546178 0.011 -0.032 0.023
Cl 3.590578 3.364303 -3.373296 0.023 -0.032 0.003
C 3.496251 1.386449 -1.536687 0.022 0.075 -0.056
Cl 1.960347 2.017504 -1.059433 0.117 -0.013 -0.112
C 3.954145 0.220791 -0.814191 -0.021 -0.058 0.062
O 3.293875 -0.341572 0.080350 0.178 0.165 -0.205
C 5.265881 -0.222828 -1.219320 0.038 0.020 -0.041
Cl 5.899280 -1.586010 -0.351834 0.000 0.053 -0.050
C 5.992857 0.381867 -2.228921 -0.070 0.018 0.028
Cl 7.565739 -0.231728 -2.652090 -0.033 0.009 0.006
C 3.902456 0.782697 3.034395 -0.077 0.020 0.015
C 2.803488 1.785417 3.145001 0.070 0.025 0.087
N 1.695563 1.770828 2.459383 -0.046 0.060 -0.058
C 0.963368 2.864787 2.854817 -0.028 -0.081 0.027
C 1.641416 3.557615 3.813024 0.067 -0.093 -0.051
N 2.824926 2.857930 3.996073 -0.071 0.014 -0.050
H 3.645885 0.081595 2.237648 0.009 0.054 0.029
H 4.033652 0.234655 3.971608 0.001 0.003 -0.009
H 4.852108 1.259876 2.777435 -0.010 -0.003 0.003
H -0.006807 3.048517 2.414248 0.074 -0.016 0.029
H 1.410439 4.452405 4.367422 0.019 -0.042 -0.023
H 3.565390 3.091211 4.631026 0.008 0.003 -0.009
N -0.978447 1.425928 0.452862 -0.255 0.426 -0.369
C -2.213193 1.474689 0.307823 -0.129 0.070 -0.001
C -3.162801 1.133565 1.452549 -0.112 0.116 -0.084
C -2.870950 0.043640 2.271018 0.062 -0.039 0.101
C -3.649641 -0.243156 3.384581 0.021 0.044 -0.055
C -4.736718 0.564343 3.710157 0.031 0.046 -0.079
C -5.035331 1.658873 2.906058 0.064 -0.056 -0.006
C -4.258109 1.932264 1.783937 -0.041 -0.032 0.047
C -2.879089 1.874386 -1.015280 -0.126 -0.013 0.120
C -2.122400 2.567374 -1.958341 0.063 0.032 -0.085
C -2.649327 2.914563 -3.193324 0.004 -0.025 0.032
C -3.957381 2.567373 -3.524963 0.043 -0.005 0.076
C -4.721295 1.867281 -2.602156 0.056 -0.013 0.065
C -4.186865 1.531129 -1.359992 -0.030 -0.040 -0.040
H -1.996898 -0.555415 2.035928 -0.007 0.016 -0.011
H -3.393255 -1.095268 4.005780 -0.022 0.018 -0.027
H -5.341648 0.346684 4.583699 0.005 0.000 -0.001
H -5.872702 2.303027 3.155052 0.005 -0.002 -0.003
H -4.499552 2.785028 1.155934 0.007 -0.021 0.037
H -1.096911 2.797962 -1.687090 -0.018 0.005 -0.007
H -2.035800 3.452157 -3.909042 -0.004 -0.005 0.020
H -4.371046 2.834058 -4.491159 0.014 -0.008 0.000
H -5.736411 1.574527 -2.850721 0.011 -0.002 0.016
H -4.791102 0.977746 -0.649041 0.004 0.015 -0.051


Record 3
77
Properties=species:S:1:pos:R:3:forces:R:3 method="wB97M-V/def2-TZVPD" lumo_energy_ev=-0.12 gap_ev=6.6 e_homo_ha=-0.2457 de_lowest_kcal_mol=19.8
Ir -1.149102 1.714573 -0.106040 -0.706 -0.675 0.539
O -1.498424 0.506731 3.280187 -0.323 -0.162 0.032
C -2.141103 0.860936 2.306977 -0.120 -0.068 0.238
O -1.878171 2.001143 1.711357 0.546 0.016 -0.364
C -3.345182 0.113627 1.806363 0.097 0.014 -0.217
C -4.017115 -0.641584 2.765733 0.027 -0.056 0.005
C -5.181127 -1.322214 2.473042 -0.035 -0.031 -0.006
C -5.687213 -1.252243 1.181428 -0.090 -0.041 0.043
C -5.036150 -0.514955 0.215068 0.131 0.083 -0.017
C -3.849599 0.183072 0.488029 -0.158 -0.184 0.219
S -3.167804 1.008764 -0.908238 0.210 -0.137 -0.206
H -3.600525 -0.663245 3.764221 0.020 0.001 0.004
H -5.695235 -1.887693 3.238363 0.000 -0.013 0.009
H -6.601151 -1.773684 0.925641 -0.012 -0.004 -0.005
H -5.440323 -0.469409 -0.788479 0.000 -0.003 -0.032
Cl 1.077502 4.035157 -1.162316 -0.030 -0.241 -0.092
C -0.407593 4.607337 -0.443559 -0.071 -0.155 -0.123
C -1.466114 3.720737 -0.155992 0.458 0.422 -0.389
C -2.650131 4.372755 0.246401 -0.008 -0.113 0.049
Cl -4.118510 3.514853 0.525564 -0.147 0.235 0.248
C -2.725005 5.755553 0.436311 0.048 0.141 0.009
Cl -4.184463 6.501581 0.969529 -0.033 -0.038 0.001
C -1.623410 6.571703 0.207471 -0.051 -0.108 0.002
Cl -1.706373 8.269102 0.469274 -0.003 0.022 0.002
C -0.458040 5.987413 -0.258837 -0.019 0.002 0.033
Cl 0.906786 6.983382 -0.597900 0.022 0.062 -0.004
O 0.853318 1.733758 0.719488 0.005 0.472 0.383
P 1.844678 0.847859 0.037090 0.027 -0.239 -0.159
C 1.814046 -0.812101 0.796113 -0.103 -0.082 0.000
P 0.203285 -1.614621 0.411197 0.473 -0.101 -0.488
O -0.818912 -0.555598 0.152127 -0.243 0.196 0.455
C 0.478838 -2.542803 -1.115695 0.017 -0.026 0.127
C -0.515342 -2.467961 -2.084071 -0.059 0.018 0.058
C -0.390788 -3.198318 -3.257812 -0.011 -0.037 -0.023
C 0.721292 -3.997709 -3.466053 -0.004 -0.016 -0.016
C 1.718930 -4.072729 -2.500897 0.016 0.005 0.002
C 1.596958 -3.347814 -1.327825 0.042 -0.002 -0.049
C -0.164606 -2.851861 1.667695 0.027 0.173 -0.090
C -0.618925 -2.436087 2.915747 0.065 0.085 0.141
C -0.919204 -3.376227 3.887858 -0.031 0.006 0.050
C -0.766194 -4.728673 3.626865 0.012 -0.032 -0.018
C -0.313194 -5.147166 2.384096 -0.008 0.003 0.033
C -0.016764 -4.213621 1.404870 -0.035 -0.084 -0.119
C 3.512523 1.484719 0.203747 -0.122 -0.097 -0.013
C 4.003827 1.636236 1.500191 0.010 -0.029 0.036
C 5.252957 2.195273 1.704144 0.005 0.001 -0.001
C 6.010712 2.611507 0.617073 0.003 0.000 0.000
C 5.516552 2.477852 -0.671234 0.026 0.007 0.004
C 4.265852 1.916523 -0.880264 0.020 0.029 -0.090
C 1.454535 0.538121 -1.702762 0.051 0.073 -0.045
C 0.257254 0.971186 -2.273465 0.384 -0.300 0.375
C -0.094373 0.614854 -3.560717 -0.111 0.114 0.012
C 0.761203 -0.186548 -4.303766 0.001 0.062 -0.012
C 1.955012 -0.627042 -3.757449 0.055 -0.005 -0.020
C 2.296082 -0.270171 -2.462905 0.048 0.006 0.001
H 1.918379 -0.687228 1.876962 -0.043 0.039 -0.002
H 2.648511 -1.416270 0.435297 -0.004 -0.034 0.033
H -1.376453 -1.832548 -1.910413 -0.023 0.018 -0.010
H -1.166011 -3.139760 -4.010613 -0.010 0.003 -0.002
H 0.813922 -4.567588 -4.381418 0.003 -0.007 -0.009
H 2.586103 -4.699724 -2.662338 0.005 0.000 0.001
H 2.374730 -3.421560 -0.576037 0.004 -0.008 0.018
H -0.753534 -1.386147 3.138530 -0.076 0.122 -0.031
H -1.282043 -3.044260 4.851232 -0.001 0.014 0.010
H -1.006015 -5.459101 4.388623 -0.001 -0.002 0.004
H -0.202165 -6.201728 2.170679 0.004 -0.009 -0.007
H 0.306587 -4.557280 0.432242 -0.012 0.004 0.026
H 3.400959 1.341300 2.350663 -0.008 -0.004 0.011
H 5.631261 2.315737 2.710046 0.002 0.005 0.007
H 6.985571 3.052423 0.777524 0.006 0.004 0.001
H 6.100135 2.818879 -1.515546 0.003 0.005 -0.007
H 3.876044 1.832978 -1.886361 -0.008 0.004 -0.006
H -0.420513 1.682526 -1.776543 -0.093 0.691 -0.585
H -1.025173 0.970187 -3.980224 -0.044 -0.021 0.026
H 0.491615 -0.468890 -5.312894 -0.013 0.005 -0.002
H 2.616670 -1.260726 -4.332778 0.002 0.004 0.001
H 3.225414 -0.635449 -2.039653 -0.003 -0.002 0.010